43
Properties=species:S:1:pos:R:3:forces:R:3:mulliken_charge:R:1 method="wB97M-V/def2-TZVPD" smiles="CCn1cc(C(=O)NCc2ccccc2F)c(=O)c2ccc(C)nc21" largest_force_ev_per_a=0.9 e_above_lowest_kj_mol=0.0 e_lumo_ev=0.1 energy_ev=-31279.6516
C -2.72438 -2.91797 1.30105 -0.05 0.06 -0.23 -1.0410
C -2.86052 -2.49170 -0.15688 -0.28 -0.53 0.31 -0.7293
N -2.14603 -1.25397 -0.40178 0.23 0.01 -0.20 0.1789
C -0.84591 -1.26693 -0.74408 0.28 0.17 -0.11 -0.3211
C -0.07803 -0.15894 -0.93867 0.02 -0.01 0.05 -0.3994
C 1.34765 -0.40748 -1.31342 -0.12 0.19 -0.08 0.5331
O 1.77264 -1.53848 -1.49873 0.14 -0.29 0.02 -0.7530
N 2.09520 0.70120 -1.44194 0.01 0.26 -0.18 -0.1106
C 3.50162 0.62934 -1.72849 0.05 -0.16 -0.07 -1.3244
C 4.39384 0.43658 -0.52139 -0.15 0.00 0.08 0.7117
C 5.68147 -0.05732 -0.70798 -0.07 0.06 0.15 -0.5694
C 6.54681 -0.24684 0.35257 0.13 -0.04 -0.05 -0.6895
C 6.13830 0.04786 1.64280 -0.03 0.01 -0.02 -0.3301
C 4.86497 0.53776 1.85902 -0.15 0.05 -0.04 -0.6820
C 4.01600 0.72958 0.78196 0.23 -0.07 0.03 0.6134
F 2.78721 1.22634 1.04956 0.11 0.03 0.06 -0.2829
C -0.64628 1.16557 -0.77193 -0.10 -0.25 0.00 1.5459
O -0.04158 2.22586 -0.93391 -0.06 0.17 0.07 -0.8885
C -2.06085 1.14675 -0.38404 -0.26 -0.11 0.09 0.3082
C -2.76231 2.33822 -0.17021 -0.14 -0.17 0.04 -0.7549
C -4.08549 2.29433 0.20036 0.22 0.02 -0.07 -0.6757
C -4.70237 1.04612 0.35494 0.09 0.05 -0.02 0.4617
C -6.13769 0.94090 0.75833 -0.03 0.02 0.01 -1.3474
N -4.05576 -0.08641 0.15795 -0.04 -0.30 0.05 -0.3380
C -2.77190 -0.05137 -0.20160 -0.02 0.94 -0.02 0.0899
H -3.25287 -3.85277 1.46462 -0.05 -0.11 0.06 0.3706
H -1.67754 -3.05692 1.56168 0.09 -0.04 0.05 0.3054
H -3.15009 -2.15731 1.95025 -0.04 0.05 0.08 0.3156
H -2.45446 -3.25947 -0.81865 -0.04 0.13 -0.02 0.3974
H -3.91068 -2.31665 -0.39573 0.21 -0.13 -0.07 0.3461
H -0.38454 -2.23668 -0.88085 -0.01 -0.04 0.00 0.4926
H 1.65707 1.59124 -1.21363 -0.04 -0.20 -0.08 0.3028
H 3.65846 -0.22355 -2.39867 0.05 0.21 0.05 0.4162
H 3.79859 1.54616 -2.24921 -0.07 -0.12 0.01 0.4263
H 6.00149 -0.29755 -1.71118 0.02 -0.05 -0.13 0.3620
H 7.53965 -0.63056 0.17347 0.08 -0.04 -0.02 0.3802
H 6.80635 -0.10299 2.47678 0.05 -0.01 0.08 0.3686
H 4.51288 0.77894 2.84991 -0.06 0.03 0.09 0.4222
H -2.23346 3.27023 -0.30436 0.05 0.06 -0.01 0.5025
H -4.64916 3.19790 0.37235 -0.05 0.09 0.02 0.4361
H -6.28821 1.40652 1.73088 -0.07 0.04 0.06 0.3181
H -6.43099 -0.10318 0.81112 -0.03 -0.02 0.01 0.3072
H -6.76910 1.45764 0.03775 -0.10 0.04 -0.01 0.3245